# C4H12OSi2

A cluster of 2 separate species, C4H12OSi2 in total in a non-equilibrium geometry (ωB97M-V/def2-TZVPD, the OMol25 dataset).

The value obtained for the LUMO energy is 0.345 eV. As for the orbital gap: 10.23 eV. As for the structure (SMILES): C=C[Si](=O)CC.[SiH4]. The value obtained for the HOMO energy is -9.89 eV. Its energy above the lowest of the compared OMol25 structures with the same formula, charge and spin is 404.08 kJ/mol.

```
19
C4H12OSi2 (ωB97M-V/def2-TZVPD)
H 2.17 2.12 -0.26
H -0.81 -3.00 1.04
C 0.25 -3.27 1.10
H -2.57 0.08 -0.14
H 2.15 -2.81 0.50
Si -2.26 1.47 -0.90
Si 0.67 -1.02 -0.54
C 0.95 0.48 0.59
H -2.02 1.52 -2.40
H 1.78 0.23 1.23
H -0.04 0.49 1.03
H -1.24 2.13 -0.14
C 1.15 1.89 -0.04
O 0.32 -0.86 -2.00
H 0.88 2.74 0.57
H 0.50 -4.12 1.66
C 1.08 -2.54 0.48
H -3.35 2.45 -0.91
H 0.39 2.02 -0.85
```